9
Properties=species:S:1:pos:R:3:forces:R:3:lowdin_charge:R:1 method="wB97M-V/def2-TZVPD" smiles="N#CC(=O)C=O.[H][H]" spin_multiplicity=1 homo_energy_ev=-11.1
N 2.47337 -0.91303 -0.03898 -1.0004 0.3854 -0.3574 0.19
C 1.46205 -0.50747 -0.42772 0.9741 -0.3452 0.3118 -0.13
C 0.13623 -0.03386 -0.88185 -0.0393 0.4560 -0.5024 -0.38
O 0.00491 0.77732 -1.75617 0.1220 -0.4831 0.4926 0.16
C -1.05544 -0.66812 -0.13713 -0.6465 0.0790 -0.0805 -0.20
O -2.17881 -0.39050 -0.44839 0.6187 -0.1823 0.1947 0.11
H -0.79740 -1.37284 0.67765 -0.0355 0.0746 -0.0926 0.13
H -0.30212 1.73363 1.33886 0.0352 -0.0167 0.0349 0.06
H 0.25721 1.37487 1.67374 -0.0284 0.0323 -0.0011 0.05